No. 1
Formula: C6H12O
Source: OMol25
Level of theory: the ωB97M-V functional and the def2-TZVPD basis

Summary:
Frontier orbital gap (alpha / beta) = 8.24 / 7.08 eV
ΔE to the lowest compared entry with this formula, charge and spin = 113.2 kcal/mol
Spin multiplicity = 1
E_tot = -310.87888 hartree
E_LUMO (alpha / beta) = 0.0033 / -0.0286 hartree

XYZ file:
```
19
Properties=species:S:1:pos:R:3:forces:R:3:mulliken_charge:R:1
C -1.9055 -1.1863 0.6092 0.0 0.0 0.1 -1.1425
C -1.3080 -0.6659 -0.7017 -0.1 0.1 -0.1 -0.6723
C -0.0860 0.1969 -0.5099 0.0 0.0 -0.3 0.2370
C 1.1615 -0.4047 -0.0845 0.4 -0.3 -0.2 0.0023
C 2.2219 0.3797 0.5220 0.5 0.2 0.3 -1.0353
C -0.0588 1.5248 -1.0546 0.0 0.2 0.0 -0.1965
O 0.9333 2.2548 -1.1268 -0.3 -0.2 0.0 -0.5735
H -2.7708 -1.8319 0.4219 0.1 0.1 0.0 0.3711
H -1.1711 -1.7694 1.1772 -0.1 0.1 -0.1 0.2882
H -2.2246 -0.3512 1.2418 0.0 -0.1 -0.1 0.3089
H -1.0780 -1.5214 -1.3556 0.1 0.1 0.1 0.2921
H -2.0695 -0.0828 -1.2360 0.1 -0.1 0.1 0.3520
H 0.1529 1.0777 1.3810 0.2 0.1 0.3 -0.0533
H 1.8450 -0.4573 -0.9961 -0.3 -0.2 -0.1 0.2826
H 1.0767 -1.4216 0.3087 0.0 0.2 0.0 0.3484
H 3.0382 -0.1359 1.0236 -0.1 0.0 -0.1 0.3227
H 0.8917 1.1218 1.6688 -0.4 0.0 0.0 0.1638
H 2.3884 1.3797 0.1422 0.0 -0.2 0.1 0.4045
H -1.0374 1.8929 -1.4314 0.1 0.0 0.0 0.2999
```
Forces are in eV/Å.


No. 2
Formula: C15H29Cl4N3O
Source: OMol25
Level of theory: the ωB97M-V functional and the def2-TZVPD basis

Summary:
Frontier orbital gap = 9.61 eV
ΔE to the lowest compared entry with this formula, charge and spin = 5.7 kcal/mol
Spin multiplicity = 1
E_tot = -2669.11998 hartree
E_LUMO = 0.0198 hartree

XYZ file:
```
52
Properties=species:S:1:pos:R:3:forces:R:3:mulliken_charge:R:1
C -0.0419 3.2596 6.1737 -0.5 -1.4 1.7 -0.0334
Cl 1.1433 2.6713 5.0405 0.6 -0.1 -0.5 -0.1641
Cl -0.7327 4.7890 5.7431 0.0 0.7 -0.1 -0.1489
H -0.8592 2.5287 6.1466 0.3 0.3 0.1 0.0805
H 0.3998 3.2461 7.2118 -0.4 0.4 -1.3 0.3046
C -1.8540 3.1791 1.7951 0.3 -1.0 -1.2 0.1155
Cl -3.2526 4.2280 1.8324 0.1 0.0 0.2 -0.1610
Cl -2.0639 1.8685 0.5044 0.1 0.6 0.5 -0.1777
H -0.9530 3.7230 1.4904 -0.4 0.0 0.3 0.2878
H -1.7566 2.5801 2.6906 0.0 0.5 0.3 -0.0907
C 1.9279 -3.6752 -2.9633 0.2 0.1 -0.8 -1.6209
C 2.0337 -2.1559 -2.7235 0.2 0.3 -0.6 1.6865
C 0.9525 -1.3907 -3.5623 0.8 -2.8 1.1 -1.5384
C -0.4357 -1.6193 -2.9934 0.7 -1.0 -0.3 -0.6084
C -0.4039 -1.3286 -1.5026 -1.5 -1.7 -0.1 -1.1444
C 0.6279 -2.0608 -0.6881 0.6 0.6 0.5 1.7384
N 1.9325 -1.6997 -1.3071 -0.7 -1.1 -0.8 -0.0879
O 2.9074 -2.4127 -0.5676 0.4 -0.9 -0.1 -0.4745
C 0.6916 -1.3947 0.6836 0.1 0.2 -0.6 -1.9920
C 0.3184 -3.5566 -0.4096 -1.6 0.4 0.5 -1.4941
C 3.4325 -1.7722 -3.2597 -1.2 1.2 -0.5 -1.8092
H 2.3744 -4.2060 -2.1280 -0.1 -0.2 0.0 0.3437
H 2.5324 -3.9002 -3.8733 -0.4 0.0 0.6 0.4392
H 0.9127 -4.0206 -3.1913 0.2 0.0 0.4 0.3057
H 1.2333 -0.4041 -3.4922 0.4 2.6 0.0 0.5243
H 1.1313 -1.7327 -4.5769 -0.5 0.0 -0.3 0.4260
H -0.7430 -2.6846 -3.1986 0.0 1.2 0.1 0.2456
H -1.0971 -0.9006 -3.4489 -0.7 -0.1 -0.3 0.4164
H -1.3828 -1.6714 -1.0863 0.4 0.8 -0.1 0.3122
H -0.2191 -0.2884 -1.3630 -0.2 0.9 0.2 0.4396
H -0.2766 -1.5339 1.1326 -0.2 -0.1 0.6 0.2211
H 1.5001 -1.9405 1.1604 -0.2 0.4 0.8 0.5624
H 0.8844 -0.3093 0.5961 0.1 -0.5 0.1 0.4026
H 1.1798 -4.1069 0.0108 -0.6 0.2 -0.4 0.3339
H -0.5835 -3.5987 0.2803 1.4 0.3 0.1 0.3701
H -0.2209 -4.0266 -1.2212 0.9 -0.5 -0.8 0.3780
H 3.3340 -1.8393 -4.3752 0.4 0.3 0.9 0.3876
H 4.1110 -2.5283 -2.9356 0.9 -0.2 0.3 0.4539
H 3.7284 -0.7325 -2.9319 -0.2 -1.1 -0.4 0.4085
H 3.4736 -1.7596 -0.1717 0.3 0.6 0.1 0.3482
C -2.9618 6.1109 -1.5827 -2.1 -0.2 -0.2 -0.6965
C -1.7484 5.7063 -0.9779 0.9 -0.3 -0.3 0.3496
N -0.7331 5.3906 -0.5642 0.7 -0.3 0.5 -0.3983
H -3.7776 5.5914 -1.0443 0.2 0.2 -0.3 0.2159
H -3.0601 5.8316 -2.6577 0.4 0.5 0.8 0.2797
H -3.0965 7.1704 -1.3737 -0.1 0.1 -0.5 0.2700
C -1.6214 -0.8099 3.6733 0.1 -0.5 -1.6 -0.6754
C -2.0429 0.2847 4.4819 -0.7 1.9 0.9 0.3481
N -2.3108 1.2235 5.1025 0.1 -1.0 -0.5 -0.5073
H -2.2695 -0.9857 2.7688 0.8 0.6 0.8 0.2482
H -1.7038 -1.7117 4.2304 0.2 -0.8 0.6 0.4352
H -0.5608 -0.6254 3.4227 -0.6 -0.3 -0.2 0.1439
```
Forces are in eV/Å.


No. 3
Formula: C24H34F5N2O6PdS2Te
Source: OMol25
Level of theory: the ωB97M-V functional and the def2-TZVPD basis

Summary:
Frontier orbital gap (alpha / beta) = 8.02 / 3.91 eV
⟨S²⟩ = 6.02
Net charge = +3
ΔE to the lowest compared entry with this formula, charge and spin = 56.5 kcal/mol
Spin multiplicity = 5
E_tot = -3186.22981 hartree
E_LUMO (alpha / beta) = -0.3179 / -0.4692 hartree

XYZ file:
```
75
Properties=species:S:1:pos:R:3:forces:R:3:mulliken_spin:R:1
Pd 12.4660 12.0885 12.3279 -0.5 -1.1 2.0 1.5430
C 11.7343 16.9408 14.6843 1.1 -0.8 0.5 0.0021
N 12.2427 16.1963 13.4956 -0.6 1.3 -0.7 -0.0015
C 12.3117 17.0550 12.2657 0.0 -1.4 0.4 -0.0008
C 12.3721 14.8853 13.4178 0.6 -0.9 0.2 -0.0035
O 12.6083 14.2532 12.3545 -0.2 1.1 0.0 0.0678
C 12.2742 14.0585 14.7166 0.8 -0.7 -0.7 -0.0024
O 12.6863 12.6975 14.5455 -0.5 -0.6 -1.7 0.0821
C 13.9171 12.0515 14.9756 -0.8 0.4 -0.8 -0.0017
C 14.8026 11.6664 13.7433 -0.2 0.4 -0.6 -0.0147
O 14.4748 11.9373 12.5250 0.6 -0.2 1.5 0.1591
N 15.9353 11.0538 13.9546 -0.2 -0.2 0.8 0.0066
C 16.8077 10.6672 12.8463 -0.2 -0.9 -0.1 -0.0004
C 16.2632 10.5084 15.2809 0.6 -0.7 0.9 0.0024
H 11.1789 17.8096 14.3777 -0.1 0.2 -0.4 0.0001
H 11.0661 16.3010 15.2355 -0.3 -0.2 0.3 0.0000
H 12.5450 17.2699 15.3722 -0.4 -0.2 -0.6 -0.0001
H 12.7806 16.4930 11.4690 0.1 -0.1 -0.1 0.0002
H 11.3025 17.3264 11.9506 0.1 0.2 0.2 -0.0004
H 12.9379 17.8961 12.4952 0.0 0.6 0.1 -0.0001
H 12.8898 14.4392 15.4869 0.3 1.0 1.0 0.0021
H 11.2398 13.9990 15.0006 -0.5 0.1 0.4 0.0056
H 14.4082 12.6966 15.7047 0.3 -0.1 -0.1 0.0040
H 13.5491 11.1318 15.4369 0.2 0.1 0.0 0.0000
H 16.8442 11.3960 12.0560 0.1 0.6 0.1 -0.0004
H 17.7753 10.5069 13.3085 0.2 -0.1 -0.4 0.0001
H 16.4397 9.7497 12.3463 0.2 0.2 0.6 0.0008
H 15.4619 10.6539 16.0136 0.1 0.0 -0.4 0.0003
H 16.4420 9.4060 15.2347 -0.2 0.9 -0.3 0.0007
H 17.1659 10.9434 15.7502 -0.3 0.1 -0.7 -0.0001
O 13.4714 10.2790 9.3374 -0.6 0.5 0.0 0.2621
S 13.2841 10.6514 7.9398 1.2 0.2 -0.6 0.3663
C 11.7607 11.6430 7.5253 1.0 -0.3 2.4 0.0634
C 10.7300 11.0453 8.5161 -1.6 0.7 -2.5 0.0695
C 9.4863 11.9887 8.3408 0.6 -0.4 0.4 0.0126
C 8.4399 11.8965 9.4688 1.5 -1.9 0.3 0.0713
S 9.0739 12.4631 11.1334 4.3 0.1 -0.7 0.2824
O 10.6648 12.7467 11.0798 -5.1 -0.6 -0.3 0.3766
C 8.2046 13.8584 11.6062 -1.7 -3.2 1.5 0.1119
C 7.0322 13.6042 12.3946 1.6 2.0 -1.2 0.0495
C 6.3299 14.7531 12.7717 -1.2 -2.5 1.7 -0.0161
C 6.7486 15.9996 12.4202 0.4 1.8 -1.5 0.0635
C 7.7457 16.0972 11.4057 -0.1 0.5 0.7 0.0060
C 8.5426 15.0215 11.0530 -0.7 3.1 -0.9 0.0070
C 13.3414 9.3105 6.8873 -0.7 -0.1 -0.9 0.0948
C 13.1839 9.5874 5.5063 0.0 -1.4 0.1 0.0629
C 12.9057 8.5425 4.6377 0.1 0.1 1.6 -0.0189
C 12.8034 7.2386 5.1794 -0.1 -0.2 -1.4 0.0863
C 12.9977 6.9597 6.5177 0.5 0.6 0.7 -0.0108
C 13.2877 8.0140 7.3872 -0.1 -1.1 0.5 0.0467
H 11.5660 11.5603 6.4649 -0.1 -0.2 -0.1 0.0031
H 12.0460 12.6703 7.8328 -0.2 -0.5 -0.4 0.0048
H 11.0872 10.9831 9.5070 0.5 0.3 1.0 -0.0374
H 10.5031 10.0299 8.1992 -0.2 -0.1 0.0 -0.0020
H 9.0039 11.8141 7.3456 0.1 0.0 1.0 0.0078
H 9.9068 12.9961 8.3114 -0.4 0.2 0.0 0.0041
H 8.1986 10.8544 9.7649 0.0 0.4 -0.6 0.0003
H 7.5510 12.4253 9.2685 -1.0 0.9 0.0 0.0104
H 6.7684 12.5865 12.5401 -0.5 -0.6 0.8 -0.0032
H 5.4550 14.5708 13.4287 0.6 0.5 -0.5 0.0001
H 6.2224 16.9317 12.7580 0.5 -1.2 -0.3 0.0011
H 7.8804 17.0258 10.8742 0.0 0.2 0.1 0.0019
H 9.1402 15.0811 10.1704 0.9 0.2 0.0 0.0047
H 13.3153 10.5585 5.1113 0.0 1.0 -0.2 -0.0029
H 12.7494 8.7772 3.6034 0.0 -0.3 -0.4 0.0001
H 12.5941 6.4171 4.4899 0.0 0.2 0.2 0.0021
H 12.9624 5.9499 6.9372 -0.1 0.4 -0.4 0.0021
H 13.4126 7.7633 8.4443 0.0 0.5 -0.3 0.0026
F 12.0857 8.7048 11.4847 -0.7 -1.1 -0.2 0.0003
Te 11.1531 8.5536 13.1256 4.6 0.6 4.1 -0.0038
F 10.3742 8.6301 14.8368 -0.2 -0.4 -1.1 0.0016
F 10.0895 7.0274 12.7290 1.3 1.7 -0.1 0.0000
F 12.4928 7.4850 13.8930 -0.7 0.0 -0.9 0.0003
F 9.9159 9.6175 12.4322 -3.2 1.6 -1.8 -0.0014
O 12.1189 10.1609 13.5985 -0.8 -1.0 -1.3 0.1649
```
Forces are in eV/Å.


No. 4
Formula: C28H80O12
Source: OMol25
Level of theory: the ωB97M-V functional and the def2-TZVPD basis

Summary:
Frontier orbital gap (alpha / beta) = 9.08 / 2.61 eV
⟨S²⟩ = 0.75
Net charge = +1
ΔE to the lowest compared entry with this formula, charge and spin = 0.0 kcal/mol
Spin multiplicity = 2
E_tot = -2017.24628 hartree
E_LUMO (alpha / beta) = -0.0781 / -0.3160 hartree

XYZ file:
```
120
Properties=species:S:1:pos:R:3:forces:R:3:mulliken_spin:R:1
C -30.5365 -3.3239 -24.0826 -0.3 -0.1 -1.9 0.0000
O -30.2657 -2.6719 -22.9070 -0.3 -0.4 1.5 0.0000
H -31.0298 -2.6725 -24.8040 -0.1 0.3 -0.2 0.0000
H -29.6490 -3.6966 -24.5940 0.4 -0.2 0.0 0.0000
H -31.2293 -4.1615 -24.0017 0.1 -0.1 0.8 0.0000
H -29.8550 -1.8141 -23.0375 0.4 0.3 -0.3 0.0000
C -26.2596 -4.2014 -25.6233 1.0 1.1 -0.2 0.0009
O -25.4949 -3.8690 -26.8205 0.2 -1.9 1.0 -0.0010
H -25.7287 -4.9611 -25.0496 -0.2 -0.4 -0.4 0.0006
H -26.2179 -3.3431 -24.9528 -0.3 0.2 0.0 0.0003
H -27.3009 -4.4521 -25.8256 0.1 -0.2 -0.1 -0.0009
H -25.7842 -3.0145 -27.1487 -0.6 0.8 -0.2 0.0005
C -26.0999 -7.7784 -26.3288 -0.3 0.5 -0.2 0.0031
O -26.4536 -8.2700 -25.0678 0.9 -0.2 0.1 -0.0004
H -26.2230 -6.6955 -26.3471 0.3 0.2 -0.2 -0.0001
H -25.0628 -8.0099 -26.5717 0.1 -0.2 -0.1 -0.0013
H -26.7750 -8.1392 -27.1048 0.1 -0.4 -0.3 0.0005
H -27.1669 -7.6752 -24.8248 -0.8 -0.1 0.5 0.0000
C -26.1250 -2.0316 -30.7057 0.5 -0.1 -0.5 0.0000
O -26.2591 -0.7734 -30.0255 -0.4 -0.5 -0.5 0.0000
H -26.9479 -2.2095 -31.3980 -0.1 0.4 0.1 0.0000
H -25.1942 -2.0379 -31.2728 -0.1 0.0 -0.2 0.0000
H -26.0785 -2.8977 -30.0455 -0.1 0.1 0.5 -0.0001
H -25.3794 -0.4130 -29.8921 0.0 0.1 0.0 0.0000
C -27.9781 1.0459 -21.5065 1.3 -1.0 -0.1 0.0000
C -27.5308 0.0659 -22.5832 -0.2 -0.2 0.2 -0.0001
C -26.7333 -1.1691 -22.1418 -0.3 0.7 -0.1 0.0001
O -28.7227 -0.4036 -23.2200 0.1 -0.2 -0.9 0.0000
H -27.0469 1.5382 -21.2262 -0.2 0.4 0.5 0.0000
H -28.3936 0.4830 -20.6707 -0.4 0.5 0.0 0.0000
H -28.6274 1.7612 -22.0114 -0.2 0.1 0.5 0.0000
H -26.9339 0.7143 -23.2246 0.1 -0.4 -0.8 0.0000
H -27.3859 -1.8405 -21.5836 0.2 0.2 0.5 0.0000
H -25.8709 -0.7888 -21.5943 -0.1 -0.4 0.4 0.0000
H -26.3408 -1.7995 -22.9396 -0.1 0.4 -0.5 0.0001
H -29.1565 0.3667 -23.5941 -0.2 0.0 -0.1 0.0000
C -30.7656 -8.2628 -25.6582 -0.7 0.6 -0.8 0.0000
C -30.0231 -7.4564 -24.6336 -0.1 0.2 0.8 0.0000
C -29.8607 -8.2094 -23.3262 0.1 0.1 -0.4 -0.0001
O -28.7953 -6.9555 -25.1404 0.7 -0.4 0.4 -0.0001
H -31.7643 -8.4970 -25.2894 0.1 -0.3 0.1 0.0000
H -30.2702 -9.1453 -26.0628 0.2 0.0 0.4 0.0000
H -30.9470 -7.5842 -26.4918 0.0 -0.1 -0.3 0.0000
H -30.6105 -6.5660 -24.4096 -0.4 0.1 0.1 0.0001
H -29.3507 -7.6263 -22.5594 0.1 0.0 -0.1 0.0001
H -29.3368 -9.1462 -23.5163 0.0 -0.1 0.2 0.0000
H -30.8785 -8.3996 -22.9856 0.1 -0.3 0.2 0.0000
H -29.0227 -6.2031 -25.6916 -0.1 0.2 -0.3 0.0000
C -28.2292 -5.9303 -19.8290 0.7 0.7 0.3 0.0000
C -28.1507 -4.5823 -20.6055 0.1 -3.4 -0.1 0.0000
C -27.6832 -4.9636 -22.0458 -0.8 1.1 0.3 -0.0001
O -29.4665 -4.1437 -20.6217 -0.2 0.8 -0.5 0.0000
H -27.2198 -6.2188 -19.5360 0.0 -0.3 0.1 0.0000
H -28.6804 -6.7151 -20.4361 0.1 0.1 -0.2 0.0000
H -28.8458 -5.8638 -18.9327 0.1 0.3 0.0 0.0000
H -27.4802 -3.8603 -20.1393 0.2 0.0 0.1 0.0000
H -26.7654 -5.5482 -22.1097 0.0 0.2 0.1 0.0000
H -27.6499 -4.0363 -22.6177 0.7 0.2 -0.2 0.0000
H -28.4888 -5.4850 -22.5629 0.0 -0.5 0.3 0.0000
H -29.5156 -3.6820 -21.4620 -1.1 0.7 -0.3 0.0000
C -27.0562 0.5000 -26.8275 -0.7 -0.2 -0.4 0.0000
C -27.6461 -0.9050 -26.8629 0.1 0.4 -0.5 -0.0002
C -29.0535 -0.9337 -27.5180 0.4 0.1 0.4 0.0000
O -26.6811 -1.6812 -27.6077 -0.8 -0.6 1.1 0.0001
H -25.9942 0.3932 -26.6061 -0.1 0.4 0.3 0.0000
H -27.6276 1.1388 -26.1541 0.4 0.1 0.3 0.0000
H -27.1763 0.9303 -27.8217 0.2 0.2 -0.1 0.0000
H -27.6539 -1.2602 -25.8324 -0.2 -0.5 -0.1 0.0001
H -29.0046 -0.9039 -28.6065 0.3 0.1 -0.1 0.0000
H -29.5861 -0.0323 -27.2150 -0.1 0.0 0.1 0.0000
H -29.6732 -1.7932 -27.2623 0.2 -0.1 0.2 0.0000
H -26.7725 -1.3959 -28.5197 0.3 0.3 -0.6 0.0000
C -30.3579 -6.2605 -29.1582 0.4 -0.3 0.8 0.0000
C -29.2160 -5.7012 -28.2987 0.5 0.5 -1.8 -0.0001
C -28.5787 -4.4974 -29.0568 -0.2 -0.8 0.6 0.0003
O -29.7257 -5.2621 -27.0394 0.4 -0.2 -0.3 0.0000
H -30.7981 -7.1251 -28.6615 -0.2 0.1 0.1 0.0000
H -30.0184 -6.6286 -30.1264 0.0 0.4 -0.1 0.0000
H -31.0952 -5.4615 -29.2372 -0.3 -0.1 -0.4 0.0000
H -28.4546 -6.4737 -28.1910 -0.1 0.0 0.7 0.0000
H -29.3907 -3.7740 -29.1302 0.3 0.4 -0.4 0.0000
H -28.1998 -4.8080 -30.0304 -0.4 0.0 -0.2 0.0000
H -27.7064 -4.0623 -28.5689 -0.2 0.1 0.5 -0.0002
H -30.5026 -4.7436 -27.2612 -0.2 0.2 0.3 0.0000
C -23.1696 -1.0231 -24.3620 0.3 0.7 -0.6 0.0001
C -22.7844 -2.4848 -24.5348 -1.9 0.2 -1.2 0.0012
C -22.2681 -2.8744 -25.9301 -0.4 0.0 0.4 -0.0015
O -21.8157 -2.7510 -23.6216 2.3 -0.8 1.5 0.0000
H -23.2756 -0.6875 -23.3303 -0.2 -0.6 0.2 0.0000
H -24.0389 -0.6654 -24.9138 -0.1 -0.3 -0.2 0.0000
H -22.3078 -0.4529 -24.7087 0.1 0.2 -0.2 0.0000
H -23.6085 -3.1439 -24.2618 -0.5 0.0 -0.2 -0.0007
H -23.0387 -2.8819 -26.7009 0.1 0.4 0.0 0.0007
H -21.9056 -3.9016 -25.8895 0.0 -0.2 0.1 0.0010
H -21.4055 -2.2508 -26.1650 -0.1 0.2 -0.3 0.0000
H -21.0090 -2.8838 -24.1246 0.4 0.0 0.4 -0.0001
C -20.6969 -8.6358 -25.0755 -0.8 -0.2 -0.2 -0.0032
C -21.8548 -7.9150 -25.7632 1.9 0.6 0.2 0.0565
C -22.5904 -6.8446 -24.8747 -0.9 0.5 -0.4 0.1600
O -21.3867 -7.2559 -26.9241 0.7 -1.2 1.6 0.6842
H -20.0638 -7.9088 -24.5669 0.2 -0.1 -0.2 0.0035
H -20.1548 -9.2780 -25.7696 0.2 0.4 -0.1 0.0021
H -21.1043 -9.3282 -24.3388 -0.1 0.2 0.2 -0.0011
H -22.5802 -8.6199 -26.1694 -1.0 -0.3 -0.1 0.0908
H -23.4333 -7.2212 -24.2953 0.5 -0.8 0.3 -0.0102
H -23.1365 -6.1076 -25.4634 0.4 0.2 -0.4 -0.0063
H -21.8212 -6.3338 -24.2954 -0.1 -0.1 0.1 0.0130
H -22.1423 -6.7961 -27.2972 -1.7 1.5 -1.1 0.0019
C -25.0035 -6.0544 -29.6793 -1.2 0.1 -0.8 0.0001
C -23.6514 -5.5199 -29.3070 -0.3 0.5 -1.2 -0.0009
C -23.2661 -4.1016 -29.7844 0.0 -0.1 -0.4 -0.0006
O -23.5758 -5.6311 -27.9098 2.2 -1.4 0.7 0.0054
H -25.1479 -7.0873 -29.3625 0.2 0.1 0.6 0.0000
H -25.1822 -6.1738 -30.7479 0.2 0.6 -0.3 -0.0001
H -25.7843 -5.4312 -29.2435 -0.2 -0.1 0.0 0.0011
H -23.0023 -6.2058 -29.8513 0.9 -0.2 0.8 0.0011
H -23.4922 -3.9822 -30.8439 -0.3 0.0 0.0 0.0000
H -22.1959 -3.8974 -29.7496 0.2 -0.4 0.4 -0.0001
H -23.7224 -3.2792 -29.2334 -0.4 -0.2 0.1 0.0001
H -24.1854 -5.0158 -27.4957 -0.8 0.7 0.3 -0.0008
```
Forces are in eV/Å.